DFT (wB97M-V/def2-TZVPD) results for a molecular structure, C28H42BrN3NiP2 in a non-equilibrium geometry.

Results
⟨S²⟩ = 2.019
Energy relative to the best compared isomer or geometry (same formula, charge and spin) = 273.93 kJ/mol
HOMO (spin up / spin down) = -0.48172 / -0.48180 Ha
2S+1 = 3
Total charge = +2

Structure (XYZ):
```
77
Properties=species:S:1:pos:R:3:forces:R:3
C -7.0337 0.8631 -2.9959 -0.03 0.37 0.14
C -5.9622 1.7262 -2.6272 -0.38 0.61 0.17
C -6.1779 3.0990 -2.8722 -0.52 0.00 -0.14
C -7.4147 3.5790 -3.3788 0.89 -1.37 0.18
N -8.3827 2.7056 -3.6837 -0.79 0.36 0.04
C -8.2557 1.3832 -3.4983 1.59 0.37 0.25
C -4.6879 1.2731 -1.9832 -0.56 -1.08 -0.15
C -3.7365 0.6603 -1.4883 -2.76 1.06 -2.24
C -2.5976 -0.1541 -1.7218 -0.74 0.56 0.29
C -2.2956 -1.1788 -0.8451 1.61 0.15 -0.19
C -0.9661 -1.6552 -0.8224 -0.84 0.07 -0.84
C -0.0793 -1.2857 -1.9176 -1.45 2.00 1.95
C -0.4556 -0.1831 -2.7263 -0.10 -1.42 -0.38
C -1.7495 0.2272 -2.7535 0.65 1.00 0.45
Ni 1.0629 0.4819 -0.2164 -2.53 -3.48 1.33
P 1.0439 -0.9878 2.1272 -0.05 -0.26 -0.41
H -5.3791 3.7916 -2.6918 0.19 0.30 0.25
H -6.9158 -0.2003 -2.9145 0.01 -0.34 0.23
H -7.5768 4.6738 -3.5404 0.01 -1.22 0.07
H -9.1103 0.7034 -3.7615 0.98 0.91 0.24
H -2.0283 0.9323 -3.5067 -0.46 0.55 -0.01
H -3.1251 -1.5350 -0.2355 0.69 0.13 0.56
H 0.2622 0.1627 -3.4597 -0.25 -0.20 -0.24
H -0.7386 -2.2336 0.0637 0.54 -0.15 -1.20
C 2.7253 -1.4703 2.7946 -0.40 0.30 -0.57
C 3.2167 -0.6774 4.0053 0.24 -0.12 0.02
H 3.4276 -1.3805 1.9454 -0.12 -0.15 0.45
H 2.6026 -2.5493 3.0025 0.17 0.49 -0.09
H 4.1667 -1.1342 4.3188 -0.24 0.32 0.09
H 3.4180 0.3678 3.7116 -0.08 -0.34 0.33
H 2.5225 -0.7018 4.8661 0.33 0.07 -0.52
C 0.4856 0.6885 2.6531 0.02 0.46 0.40
C -1.0192 0.8489 2.8723 -0.31 0.16 0.10
H 0.7190 1.3336 1.7827 -0.38 -0.24 0.78
H 1.0632 1.0963 3.4907 -0.11 0.04 -0.02
H -1.2680 1.9136 2.8930 0.04 -0.08 -0.08
H -1.6038 0.3989 2.0630 0.07 -0.03 0.04
H -1.3894 0.4546 3.8187 0.20 -0.21 -0.09
C 0.0036 -2.1494 3.1523 -0.33 -0.26 -0.91
C 0.0027 -1.9772 4.6658 0.02 0.24 0.11
H 0.3230 -3.1719 2.9049 0.11 0.55 0.10
H -1.0123 -2.0901 2.7402 0.02 0.16 0.25
H -0.8889 -2.4807 5.0525 0.18 0.12 0.08
H 0.8760 -2.4444 5.1334 -0.13 0.15 -0.13
H -0.0380 -0.9261 4.9665 -0.02 -0.18 0.09
Br 1.2642 -2.1647 -2.7963 1.58 -1.43 0.24
P 2.7981 1.4366 -0.8385 1.29 0.18 -0.76
C 2.8437 1.8208 0.9555 0.07 -0.09 -0.16
C 3.8414 2.7405 1.6425 0.06 -0.02 -0.15
H 2.8020 0.7852 1.3588 0.41 0.74 0.30
H 1.8414 2.2582 1.1016 0.46 0.13 -0.11
H 3.5075 2.8439 2.6924 0.41 0.08 -0.49
H 4.8557 2.3150 1.5966 -0.34 0.35 0.12
H 3.7978 3.7163 1.1361 0.28 -0.23 0.40
C 4.0072 0.3057 -1.6736 -0.11 0.53 0.14
C 4.7391 1.0305 -2.8156 0.09 0.00 0.05
H 3.4368 -0.6008 -1.9196 0.15 0.38 -0.32
H 4.6944 0.0011 -0.8761 0.02 0.18 -0.02
H 5.4540 0.3372 -3.3060 -0.44 0.57 0.24
H 4.0381 1.4459 -3.5657 0.37 -0.40 0.29
H 5.2720 1.8872 -2.3639 0.03 -0.43 -0.44
C 1.4045 2.2477 -1.7792 0.46 -0.05 -0.11
C 1.1671 3.7410 -2.0357 0.04 -0.17 0.32
H 0.5270 1.7877 -1.2526 -0.75 0.89 -0.50
H 1.3891 1.7346 -2.7362 0.22 -0.19 -0.07
H 0.2994 3.8235 -2.7133 0.37 0.08 0.37
H 0.9711 4.3032 -1.1133 0.08 -0.12 -0.32
H 2.0480 4.1465 -2.5379 -0.15 0.10 0.06
N 0.1234 -5.3725 0.5855 -1.11 -0.72 -0.39
C 1.3340 -5.5327 -0.0367 0.52 0.47 -0.80
C 1.8483 -4.2606 -0.1567 -0.90 -0.84 1.74
N 1.0411 -3.3927 0.5645 -1.02 0.26 -1.73
C -0.0754 -4.0669 0.8110 0.76 -0.18 0.90
H -0.6307 -6.0445 0.7087 0.63 -0.08 -0.17
H 1.7319 -6.4685 -0.4068 -0.35 0.08 0.16
H 2.6679 -3.9111 -0.7385 0.70 -0.01 0.21
H -1.0731 -3.6910 1.1255 1.18 -0.44 0.18
```
Forces are in eV/Å.